{
  "formula": "C23H32F8N5O4PS",
  "method": "the ωB97M-V functional and the def2-TZVPD basis",
  "smiles": "CCN(CCc1c(C(F)(F)C(F)(F)C(F)(F)F)c([PH2]=O)c([C@@H](C)F)c2nsnc12)C(C)=O.CNC(C)=O.CNC(C)=O",
  "lumo_energy_ev": -2.46,
  "e_tot_ev": -81855.962,
  "total_charge": 0,
  "species": ["S", "P", "F", "F", "F", "F", "F", "F", "F", "F", "O", "O", "O", "O", "N", "N", "N", "N", "N", "C", "C", "C", "C", "C", "C", "C", "C", "C", "C", "C", "C", "C", "C", "C", "C", "C", "C", "C", "C", "C", "C", "C", "H", "H", "H", "H", "H", "H", "H", "H", "H", "H", "H", "H", "H", "H", "H", "H", "H", "H", "H", "H", "H", "H", "H", "H", "H", "H", "H", "H", "H", "H", "H", "H"],
  "coordinates": [[4.653, 1.943, 0.524], [1.783, 1.769, -6.061], [-2.853, 3.774, -3.780], [-1.444, 3.694, -5.706], [-0.408, 4.838, -2.145], [-2.025, 1.601, -2.755], [0.849, 4.888, -4.306], [-1.211, 6.051, -4.030], [-1.191, 1.163, -4.919], [5.884, 0.767, -3.918], [-3.589, -2.195, 3.873], [1.585, 0.210, -6.421], [-2.433, 1.062, 3.235], [1.684, -2.464, 4.256], [2.568, -4.380, 3.489], [5.130, 1.800, -1.185], [-1.840, 0.530, 0.816], [2.878, 2.059, 0.546], [-4.614, -3.425, 5.447], [-5.677, -3.801, 6.349], [-1.423, 3.556, -4.212], [3.444, -5.210, 2.697], [0.958, 2.055, -1.504], [-0.960, 2.043, -3.710], [-2.421, -0.748, 0.251], [-0.978, -1.031, 2.995], [2.495, -3.018, 3.516], [0.567, 1.965, -3.128], [5.406, 3.022, -5.017], [3.825, 1.817, -1.948], [2.535, 1.966, -0.955], [4.771, 1.554, -4.569], [-0.169, 2.254, -0.329], [-1.789, 0.274, 2.337], [3.462, 1.736, -3.543], [1.899, 1.828, -4.131], [-5.779, -1.469, 4.515], [-4.581, -2.374, 4.577], [3.424, -2.243, 2.626], [-0.500, 4.776, -3.635], [-3.560, -0.496, -0.935], [-0.417, 0.782, 0.356], [-3.772, -3.988, 5.431], [0.621, 2.438, -6.593], [-0.311, -0.667, 3.886], [3.238, -2.497, 1.579], [5.591, 3.037, -6.194], [-5.990, -4.817, 6.098], [6.447, 3.097, -4.462], [-3.908, 0.633, -0.907], [-4.452, -1.264, -0.822], [-5.278, -3.788, 7.366], [0.337, 2.938, 0.506], [-6.662, -2.037, 4.211], [-3.011, -0.661, -1.982], [-5.603, -0.681, 3.777], [3.247, -1.171, 2.758], [4.507, 0.966, -5.546], [1.911, -4.831, 4.116], [-6.535, -3.130, 6.287], [-5.944, -1.000, 5.489], [2.824, -5.862, 2.077], [4.109, -4.626, 2.059], [-1.715, -1.915, 3.276], [-1.634, -1.484, -0.216], [-0.309, -1.460, 2.105], [-1.147, 2.808, -0.670], [3.030, 2.148, -6.717], [-2.995, -1.364, 1.096], [0.351, 0.711, 1.267], [4.639, 3.849, -4.676], [4.462, -2.457, 2.891], [-0.022, -0.026, -0.428], [4.039, -5.822, 3.379]],
  "forces_ev_per_a": [[-2.895, 0.006, -3.626], [-0.838, -6.996, -0.355], [4.884, -0.410, -1.343], [0.376, -0.472, 4.856], [-0.022, -0.514, -5.487], [3.723, 1.351, -2.584], [-4.668, -0.763, 2.692], [2.500, -4.323, 1.391], [1.150, 2.624, 3.666], [-2.847, 1.742, -1.174], [-0.818, -0.216, 0.284], [0.751, 4.960, 1.050], [3.958, -4.511, -6.283], [0.541, -0.245, -0.458], [-0.070, 0.654, 0.040], [-6.119, 0.286, 0.115], [1.286, -1.706, 1.820], [2.346, -0.692, -6.481], [0.102, 0.539, -0.513], [0.329, -0.317, 0.091], [-2.605, 0.382, -1.300], [-0.259, -0.317, 0.248], [0.037, 0.130, -2.426], [-1.652, -1.656, -0.622], [-1.813, -1.613, -0.745], [0.227, 0.069, -1.993], [-0.851, 0.065, 0.803], [4.036, -0.208, 2.996], [-0.049, -0.850, 0.355], [-1.463, 0.185, 1.886], [0.629, 0.165, 0.426], [0.372, 0.390, -0.260], [1.023, 0.346, 0.387], [-2.843, 2.726, 5.536], [-1.894, 0.005, 0.413], [2.495, 0.704, 3.307], [-0.085, 0.238, -0.154], [0.808, -0.249, -0.232], [0.093, 0.257, -0.108], [0.143, 4.111, 0.159], [1.009, 0.284, -0.362], [1.608, -0.206, -0.226], [-0.224, 0.150, 0.027], [1.002, 0.484, 0.710], [-1.458, -0.784, -1.819], [0.206, -0.012, 0.047], [-0.479, 0.029, 2.677], [-0.245, 0.061, 0.210], [-2.280, 0.091, -1.127], [0.488, -2.462, 0.067], [1.883, 1.766, -0.269], [-0.317, -0.038, 0.086], [-1.062, -1.380, -1.961], [-0.023, 0.097, 0.179], [-1.446, 0.323, 2.209], [0.120, -0.235, 0.174], [-0.078, -0.289, 0.074], [0.282, 0.797, 2.248], [0.178, 0.123, -0.173], [0.230, -0.080, -0.062], [-0.151, -0.089, -0.097], [0.293, -0.078, -0.151], [-0.177, -0.033, 0.163], [1.477, 2.392, -0.390], [-1.171, 1.506, 1.095], [-1.094, 0.909, 2.072], [1.999, -1.476, 0.409], [-1.056, 0.696, 0.900], [1.423, 1.515, -1.563], [-1.704, 0.157, -1.886], [1.819, -1.506, -0.810], [-0.040, -0.021, -0.210], [-1.200, 1.515, 1.660], [0.172, -0.082, -0.278]],
  "mulliken_charge": [0.196, 0.453, -0.268, -0.261, -0.209, -0.268, -0.235, -0.259, -0.299, -0.350, -0.622, -0.684, -0.631, -0.634, -0.163, -0.509, 0.253, -0.468, -0.179, -0.875, 0.578, -0.826, 0.199, 0.848, -0.062, -0.592, 0.753, -0.146, -0.875, 0.235, 0.173, -0.034, -0.786, 0.332, 0.045, 0.063, -1.275, 0.703, -1.279, 0.605, -0.854, -0.687, 0.234, 0.078, 0.332, 0.358, 0.274, 0.286, 0.341, 0.203, 0.355, 0.284, 0.500, 0.371, 0.139, 0.257, 0.243, 0.346, 0.243, 0.340, 0.360, 0.277, 0.320, 0.382, 0.281, 0.117, 0.324, 0.118, 0.057, 0.293, 0.247, 0.424, 0.226, 0.284]
}

***

{
  "formula": "C23H32F9N4O7S",
  "method": "the ωB97M-V functional and the def2-TZVPD basis",
  "lumo_energy_ev": 2.10,
  "e_tot_ev": -79957.205,
  "total_charge": -1,
  "species": ["S", "F", "F", "F", "F", "F", "F", "F", "F", "F", "O", "O", "O", "O", "O", "O", "O", "N", "N", "N", "N", "C", "C", "C", "C", "C", "C", "C", "C", "C", "C", "C", "C", "C", "C", "C", "C", "C", "C", "C", "C", "C", "C", "C", "H", "H", "H", "H", "H", "H", "H", "H", "H", "H", "H", "H", "H", "H", "H", "H", "H", "H", "H", "H", "H", "H", "H", "H", "H", "H", "H", "H", "H", "H", "H", "H"],
  "coordinates": [[3.926, -3.172, -1.162], [-4.711, -3.156, 0.531], [-2.957, -1.368, -1.276], [-4.926, -0.474, 0.141], [3.723, -1.855, -2.012], [-3.354, -3.789, -1.053], [-3.526, -5.031, 1.630], [-2.270, -3.351, 2.259], [-1.629, -1.562, 0.445], [-4.029, -1.117, 2.056], [4.806, 0.637, 2.528], [3.526, -4.214, -2.045], [3.780, -4.111, 2.280], [5.246, -3.146, -0.661], [4.060, -2.125, 3.316], [2.672, 0.643, 2.064], [-0.649, -4.039, -0.189], [3.135, 6.105, -4.784], [3.187, 1.544, -1.391], [2.850, -3.051, 0.035], [-4.385, 2.123, 3.018], [3.526, 0.459, -4.910], [-7.323, 1.001, 4.471], [2.635, 1.759, -2.366], [3.140, -2.098, 1.161], [1.935, 1.981, -3.630], [3.984, -0.887, 0.802], [2.077, 0.766, -4.555], [-2.903, -1.714, 0.039], [-3.399, -3.197, 0.165], [0.569, 6.406, -2.087], [3.738, -2.872, 2.377], [1.473, -2.961, -0.473], [-3.759, -0.683, 0.800], [1.873, 5.804, -1.578], [-5.329, 1.486, 3.090], [0.714, -4.073, 0.215], [-1.477, -4.865, 0.576], [3.744, 0.181, 1.852], [3.126, 6.265, -3.654], [-6.520, 0.730, 5.738], [-2.629, -4.091, 1.180], [3.116, 6.445, -2.203], [-6.541, 0.677, 3.193], [1.185, -5.015, -0.065], [-0.283, 5.936, -1.597], [0.885, 2.175, -3.410], [-7.632, 2.048, 4.452], [1.026, -1.994, -0.257], [4.022, 5.994, -1.798], [5.047, -1.102, 0.783], [1.628, -0.106, -4.077], [-1.921, -5.631, -0.060], [1.509, 0.960, -5.467], [-7.120, 0.942, 6.624], [-8.233, 0.399, 4.480], [-6.204, -0.313, 5.787], [0.454, 6.256, -3.162], [1.927, 5.920, -0.495], [1.886, 4.731, -1.780], [-5.630, 1.357, 5.786], [3.681, -0.413, -0.123], [3.581, -0.390, -5.591], [2.350, 2.874, -4.103], [-6.250, -0.374, 3.177], [3.148, 7.514, -1.986], [0.833, -3.945, 1.290], [4.000, 1.314, -5.397], [0.525, 7.478, -1.886], [2.183, -1.717, 1.504], [1.420, -3.101, -1.548], [-3.218, 0.258, 0.880], [5.616, 0.388, 2.074], [-0.960, -5.382, 1.382], [-7.152, 0.867, 2.310], [4.106, 0.204, -4.023]],
  "forces_ev_per_a": [[-0.154, -1.524, 0.835], [0.306, 0.009, -0.151], [0.034, -0.033, 0.306], [0.059, -0.079, 0.213], [0.020, 0.432, -0.253], [0.024, 0.117, 0.353], [0.178, 0.268, -0.052], [-0.056, -0.099, -0.281], [-0.223, -0.030, 0.022], [-0.028, -0.032, -0.188], [0.520, 0.736, -0.091], [-0.226, 0.061, -0.312], [-0.092, 0.128, 0.053], [0.348, 0.478, 0.045], [0.113, 0.316, 0.014], [-1.274, 0.430, 0.305], [-0.014, 0.012, 0.245], [-0.057, -0.135, -0.814], [0.467, -0.017, 0.697], [0.093, 1.673, -0.998], [0.670, 0.486, -0.083], [-0.012, -0.004, 0.006], [0.038, -0.017, 0.159], [-0.418, 0.168, -0.653], [0.487, -0.818, 0.113], [-0.035, -0.114, -0.104], [0.196, 0.633, 0.616], [0.117, -0.088, -0.095], [-0.050, 0.031, -0.436], [-0.145, 0.037, -0.016], [0.023, -0.039, -0.009], [0.021, -0.634, 0.065], [-0.442, -0.438, 0.048], [0.012, 0.163, 0.174], [-0.215, -0.004, 0.019], [-0.577, -0.467, -0.051], [0.320, 0.157, -0.022], [0.020, -0.044, -0.400], [0.384, -0.612, -0.175], [0.160, 0.140, 0.715], [-0.042, 0.029, 0.002], [-0.344, -0.404, 0.265], [-0.135, -0.112, 0.088], [-0.153, 0.039, 0.141], [-0.042, -0.207, 0.006], [-0.005, 0.013, 0.020], [-0.006, 0.042, 0.014], [-0.016, 0.006, -0.052], [0.078, 0.180, 0.141], [0.032, 0.018, -0.006], [0.084, -0.379, -0.239], [-0.039, 0.025, 0.034], [-0.101, -0.090, -0.086], [-0.051, 0.052, 0.033], [-0.005, -0.017, 0.010], [-0.006, -0.006, -0.079], [0.018, -0.006, -0.001], [0.030, 0.031, -0.016], [0.103, -0.020, 0.007], [0.059, -0.023, 0.050], [0.028, -0.021, -0.035], [-0.049, -0.055, -0.267], [0.004, -0.003, -0.010], [-0.003, 0.019, -0.005], [0.026, -0.011, -0.030], [0.013, 0.022, -0.017], [-0.179, -0.059, 0.197], [0.005, 0.009, 0.000], [-0.006, 0.011, -0.008], [-0.276, -0.032, -0.140], [0.118, -0.093, -0.145], [0.071, 0.084, -0.083], [0.050, -0.381, 0.191], [0.137, 0.102, 0.220], [0.022, -0.034, -0.042], [-0.010, 0.019, 0.020]],
  "mulliken_charge": [1.135, -0.321, -0.342, -0.305, -0.135, -0.295, -0.366, -0.291, -0.226, -0.262, -0.499, -0.684, -0.733, -0.607, -0.707, -0.608, -0.231, -0.460, -0.406, 0.593, -0.517, -1.131, -0.492, 0.197, -0.700, -0.293, 0.055, -0.524, 0.723, 0.616, -1.236, 0.263, -1.119, -0.006, -0.090, 0.281, -0.490, -0.911, 0.511, 0.235, -1.167, 0.913, -0.416, -0.231, 0.257, 0.346, 0.341, 0.302, 0.227, 0.312, 0.690, 0.258, 0.329, 0.358, 0.339, 0.309, 0.303, 0.353, 0.313, 0.003, 0.361, -0.262, 0.329, 0.192, 0.219, 0.308, 0.461, 0.355, 0.325, 0.443, 0.676, 0.361, 0.388, 0.467, 0.337, 0.278]
}